Below is an isolated molecule of C18H18N4O3 at a distorted geometry, with properties calculated with ωB97M-V/def2-TZVPD.

Calculated values
- 2S+1 = 1
- HOMO energy (Ha) = -0.2969
- energy (eV) = -31060.6033
- ΔE to the lowest compared entry with this formula, charge and spin (eV) = 1.174
- SMILES = COc1ccc(OC)c(/C=N/NC(=O)Cc2nc3ccccc3[nH]2)c1

CARTESIAN COORDINATES (ANGSTROEM)
C: 2.79899 -1.29659 2.89616
O: 2.45735 -2.65863 3.01209
C: 1.58176 -3.18096 2.11156
C: 1.26494 -4.53165 2.27316
C: 0.38515 -5.16271 1.41802
C: -0.21047 -4.46690 0.37062
O: -1.08836 -5.01433 -0.51789
C: -1.43313 -6.37153 -0.37610
C: 0.10354 -3.10585 0.19801
C: -0.50442 -2.35783 -0.87654
N: -0.20558 -1.13634 -1.08483
N: -0.80714 -0.47529 -2.08837
C: -0.55386 0.82588 -2.38483
O: -1.14583 1.37444 -3.29449
C: 0.50275 1.49363 -1.52965
C: 0.08199 2.85799 -1.10309
N: 0.29597 3.36085 0.07790
C: -0.23504 4.62725 0.03899
C: -0.28942 5.61380 1.01635
C: -0.90044 6.80618 0.68903
C: -1.44946 7.02832 -0.57536
C: -1.40577 6.06384 -1.56233
C: -0.79330 4.86408 -1.24146
N: -0.55790 3.71538 -1.95027
C: 0.99642 -2.48034 1.07099
H: 1.92137 -0.65159 3.00002
H: 3.29257 -1.08719 1.94218
H: 3.49181 -1.09794 3.71208
H: 1.72269 -5.07418 3.08478
H: 0.16799 -6.20631 1.57923
H: -1.91685 -6.56515 0.58631
H: -0.55942 -7.02173 -0.48402
H: -2.13726 -6.58009 -1.18029
H: -1.23059 -2.88883 -1.49763
H: -1.50867 -0.95214 -2.66292
H: 1.41047 1.57104 -2.13784
H: 0.72116 0.88971 -0.65169
H: 0.13439 5.44141 1.99268
H: -0.95927 7.59299 1.42692
H: -1.91899 7.97835 -0.78422
H: -1.83018 6.23505 -2.54038
H: -0.88851 3.46135 -2.86949
H: 1.19853 -1.43745 0.89661